Below is a molecular structure, C37H29N8O6Ti, with properties calculated with ωB97M-V with the def2-TZVPD basis set.

Output
Charge ... -1
Multiplicity ... 1
E ... -86165.2728 eV
ΔE to the lowest compared entry with this formula, charge and spin ... 47.3 kJ/mol

Structure (XYZ):
```
81
C37H29N8O6Ti, DFT ωB97M-V with the def2-TZVPD basis set
H 1.940 -0.736 -4.308
H -4.130 -1.797 -4.468
Ti -1.445 0.553 0.345
C -1.732 -3.375 -0.938
C -1.297 2.149 -2.325
N 0.439 0.743 2.781
N 0.981 0.583 0.025
H -3.106 -1.554 3.085
H -1.000 2.980 -2.965
C 1.671 0.430 -1.173
H 1.516 -0.202 4.367
C -2.310 -4.600 -0.664
O -3.997 -6.196 2.036
H -4.364 -1.285 -2.064
C 0.327 6.841 3.004
N 2.971 1.534 0.224
N 2.871 -1.184 2.281
H -0.367 1.231 3.134
H -2.299 -5.415 -1.371
H 1.183 2.630 2.314
C 1.482 1.582 2.254
H -1.199 3.827 3.319
O -3.076 0.517 -0.782
C -2.909 -4.753 0.590
H -0.054 -2.321 1.733
H 0.616 7.706 3.587
H -0.035 -0.941 3.886
C -0.412 4.615 1.502
C -2.922 0.290 -2.066
C 2.890 -3.688 -1.009
C -2.585 -1.398 2.145
C 1.602 -1.320 2.571
H 4.831 1.457 -2.008
H -1.237 -3.198 -1.888
C 4.097 -3.043 -0.695
H -1.249 1.342 -4.854
C 1.863 -2.646 0.841
C 3.852 1.003 -2.101
C 3.064 -2.004 1.177
O -1.309 2.411 1.369
C 1.753 -3.510 -0.243
H 1.104 7.625 1.163
O -3.460 -6.939 0.098
C -1.931 0.749 -4.254
C 2.201 -0.237 -3.384
H -3.477 -3.919 2.457
C 3.462 0.363 -3.264
H 2.416 1.475 2.820
C 1.786 1.234 0.821
H -0.540 5.807 4.673
H -2.562 -0.485 -5.886
C -3.547 -0.995 -4.030
H 4.150 0.318 -4.099
H 0.318 -0.688 -2.414
H 3.758 1.957 0.680
C -2.663 -0.263 -4.832
C 4.203 -2.208 0.400
C 0.858 -0.433 3.518
O -1.083 -1.191 -0.302
C 1.290 -0.217 -2.344
N -1.069 2.220 -1.070
C -0.687 4.666 2.865
H 0.437 5.635 -0.167
N -0.587 3.417 -0.564
N 0.950 -2.202 1.770
C -2.976 -3.741 1.516
H 0.816 -3.993 -0.485
C -0.319 5.775 3.613
C -1.753 -2.319 -0.025
C 2.931 1.023 -1.063
C 0.233 5.689 0.893
C -2.026 1.028 -2.884
H 4.960 -3.206 -1.329
C -3.687 -0.717 -2.691
C 0.602 6.794 1.642
H 5.131 -1.708 0.645
N -3.507 -6.047 0.928
O -2.256 -0.135 1.850
C -2.438 -2.460 1.236
C -0.798 3.401 0.725
H 2.846 -4.332 -1.878
```